1.
30
Properties=species:S:1:pos:R:3:forces:R:3:nbo_charge:R:1 method="wB97M-V/def2-TZVPD" orbital_gap_ev=6.43 smiles="O=C([O-])c1ccc(/C=C/[N+](=O)[O-])cc1N1C(=O)CCC1=O" fmax_ha_per_bohr=0.1030 charge=-1
O 3.27598 -1.51127 1.71257 -1.4 0.8 -0.4 -0.742
C 2.48080 -1.42816 0.72885 2.9 -1.5 1.1 0.708
O 2.66673 -2.05101 -0.33654 -0.9 0.2 -1.2 -0.768
C 1.25464 -0.59145 0.87060 -1.2 0.6 -0.4 -0.092
C 0.92902 -0.09549 2.14627 -0.5 0.1 -0.1 -0.165
C -0.22421 0.63052 2.43103 0.4 -0.3 -1.1 -0.187
C -1.09574 0.94601 1.39080 -0.3 -0.3 -1.2 -0.121
C -2.32436 1.75781 1.53608 -0.3 0.6 0.9 -0.053
C -2.57613 2.55943 2.61537 2.4 -2.1 -1.2 -0.176
N -3.73902 3.31461 2.83069 -0.4 0.7 0.4 0.500
O -3.73151 4.06445 3.81039 -0.2 -0.4 -0.5 -0.405
O -4.66801 3.20699 2.04722 -0.1 0.1 0.1 -0.400
C -0.79271 0.41828 0.09296 -0.5 0.4 0.4 -0.177
C 0.34033 -0.33120 -0.20388 -0.6 1.2 2.1 0.236
N 0.47063 -0.71004 -1.56376 1.8 -0.9 -0.2 -0.523
C 0.23660 -1.99429 -2.00303 -1.8 -2.5 -0.5 0.739
O -0.70023 -2.66528 -1.63359 0.4 0.1 0.4 -0.580
C 1.09921 -2.39884 -3.20713 -0.1 0.2 0.3 -0.496
C 1.99072 -1.19824 -3.41117 -0.3 -1.0 0.3 -0.502
C 1.45674 -0.22199 -2.38693 1.7 4.4 -2.5 0.726
O 1.74204 0.97308 -2.53364 -0.4 -1.6 1.4 -0.587
H 1.56278 -0.29238 2.99513 0.5 -0.4 -0.3 0.245
H -0.42650 0.88707 3.45094 -0.1 0.3 0.3 0.205
H -3.03412 1.69975 0.71389 0.0 0.1 0.2 0.227
H -1.76336 2.60027 3.34348 -0.8 0.5 0.2 0.222
H -1.47652 0.59392 -0.74405 0.1 0.1 0.4 0.215
H 0.44381 -2.50079 -4.07891 -0.1 -0.4 0.4 0.218
H 1.67356 -3.31492 -3.00652 -0.6 0.2 0.1 0.252
H 3.00299 -1.49022 -3.15378 0.3 0.5 0.1 0.259
H 1.92588 -0.85659 -4.45338 0.2 0.5 0.6 0.222

=====

2.
30
Properties=species:S:1:pos:R:3:forces:R:3:nbo_charge:R:1 method="wB97M-V/def2-TZVPD" orbital_gap_ev=7.84 smiles="Cc1c[nH]c(=O)c([N+](=O)[O-])c1Sc1nc2ccccc2o1" fmax_ha_per_bohr=0.0976 de_lowest_ev=0.229 charge=0
C 0.51750 -2.50398 -1.35352 0.6 0.7 -0.7 -0.623
C 1.53719 -1.37317 -1.40630 -0.3 0.6 -0.5 -0.107
C 2.83133 -1.62588 -1.06611 0.1 1.8 0.1 0.062
N 3.73450 -0.56298 -0.98525 -1.5 -2.3 -0.5 -0.543
C 3.40912 0.72897 -1.27205 1.5 1.2 1.0 0.591
O 4.27565 1.54903 -1.03701 0.1 1.0 -0.4 -0.600
C 2.08386 1.04424 -1.75059 -1.4 -4.8 0.5 -0.016
N 1.78727 2.33614 -2.16497 -0.6 2.6 -1.6 0.502
O 1.82412 3.27188 -1.39261 0.1 -0.7 0.1 -0.312
O 1.49241 2.43010 -3.35604 0.1 0.0 0.5 -0.364
C 1.13919 0.00590 -1.83993 2.3 -0.2 1.4 -0.091
S -0.53450 0.29483 -2.30617 -0.2 0.4 0.4 0.388
C -1.24413 0.39626 -0.69776 -1.7 -0.1 1.6 0.329
N -2.53775 0.42676 -0.50690 1.6 -0.1 -1.4 -0.468
C -2.68749 0.48489 0.86283 -2.5 0.1 -0.6 0.104
C -3.88096 0.48045 1.58790 -0.1 -0.6 -0.2 -0.208
C -3.80838 0.41735 2.97112 -2.1 0.1 -1.1 -0.220
C -2.61765 0.45567 3.62857 2.2 0.5 -0.4 -0.214
C -1.41828 0.53751 2.88875 -0.4 -0.2 -0.6 -0.231
C -1.49176 0.49888 1.46143 1.2 0.1 3.0 0.226
O -0.52173 0.43856 0.50057 0.5 0.0 -1.2 -0.436
H 0.06501 -2.62882 -2.36016 -0.1 -0.1 0.9 0.232
H 1.03037 -3.41348 -1.05795 0.0 -0.2 -0.1 0.219
H -0.20426 -2.28592 -0.57301 -0.4 0.0 -0.2 0.227
H 3.18947 -2.60505 -0.78096 0.0 0.1 0.0 0.221
H 4.69350 -0.69627 -0.68222 -0.3 0.1 -0.1 0.435
H -4.81434 0.37812 1.03497 0.1 0.2 0.3 0.228
H -4.74633 0.37415 3.51911 0.2 0.0 0.0 0.217
H -2.60577 0.50975 4.71008 0.2 -0.1 -0.1 0.223
H -0.49717 0.63613 3.42419 0.5 -0.1 0.0 0.225

=====

3.
44
Properties=species:S:1:pos:R:3:forces:R:3:lowdin_spin:R:1 method="wB97M-V/def2-TZVPD" orbital_gap_ev="4.58 / 6.92" s_squared=0.7764 fmax_ha_per_bohr=0.0131 de_lowest_ev=1.833 charge=-2 multiplicity=2
Cs -0.43603 -1.65475 -0.55929 -0.5 0.4 -0.3 0.000
C 3.87600 0.19130 1.69598 0.0 0.0 0.0 0.000
C 3.09683 -1.09148 1.95782 0.1 0.1 0.1 0.000
O 3.61420 -1.77708 3.11774 0.0 0.0 0.0 0.000
P 3.25392 -2.23334 0.57215 0.0 0.0 0.0 0.000
O 4.81924 -2.37439 0.19852 0.0 0.0 0.1 0.000
O 2.96852 -3.66354 1.20390 0.0 0.0 0.0 0.000
O 2.48567 -1.86860 -0.63361 0.1 -0.1 -0.1 0.000
P 1.30041 -0.76035 2.41481 0.2 -0.1 0.2 0.000
O 0.78417 0.34466 1.40422 0.0 -0.1 0.0 0.001
O 1.48957 -0.29269 3.82428 -0.1 0.0 0.0 0.000
O 0.51760 -2.00796 2.12276 0.1 -0.1 0.0 0.000
H 4.94629 -0.02193 1.65062 0.0 0.0 0.0 0.000
H 3.69092 0.88755 2.51580 0.0 0.0 0.0 0.000
H 3.55365 0.67492 0.77208 0.0 0.0 0.0 0.000
H 3.08279 -1.37944 3.84049 0.0 0.0 0.0 0.000
H 5.00028 -1.82458 -0.57336 0.0 0.0 0.0 0.000
H 2.70332 -3.52484 2.13110 0.0 0.0 0.0 0.000
H 1.26057 1.22049 1.26306 0.0 0.0 0.0 0.000
Se 2.44282 4.07934 1.70770 0.0 0.0 0.0 0.221
N 1.76372 5.36813 0.63356 0.0 0.0 0.0 0.258
C 1.13720 4.72173 -0.35726 0.0 0.1 0.0 0.003
C 0.42803 5.34229 -1.39777 0.0 0.0 0.0 0.113
C -0.18220 4.54133 -2.34934 0.0 -0.1 0.0 0.061
C -0.05518 3.15468 -2.26172 0.1 0.0 -0.1 0.099
N 0.62002 2.51011 -1.31344 -0.1 0.0 0.2 0.057
C 1.18168 3.26557 -0.34672 0.0 0.0 -0.1 -0.006
N 1.82774 2.71411 0.68765 0.0 0.0 0.0 0.180
H 0.36261 6.42326 -1.42486 0.0 0.0 0.0 0.005
H -0.75627 4.97249 -3.16029 0.0 0.0 0.0 0.002
H -0.52095 2.52710 -3.01645 0.0 0.0 0.0 0.006
S 0.41674 -5.22908 -0.31411 0.1 0.0 -0.1 0.000
C 0.42871 -5.27047 -1.83622 0.0 -0.1 0.2 0.000
Cl -3.74425 -4.28307 -1.97015 0.0 0.0 0.0 0.000
C -4.59365 -2.76221 -1.58867 -0.1 0.0 0.0 0.000
C -3.84013 -1.63773 -1.37324 0.2 0.0 0.1 0.000
C -4.56041 -0.50145 -1.07647 0.0 0.0 0.0 0.000
Cl -3.66918 0.99318 -0.76229 0.0 0.0 0.0 0.000
C -5.94997 -0.45516 -1.00494 0.0 -0.1 0.0 0.000
Cl -6.80819 1.00851 -0.63745 0.0 0.0 0.0 0.000
C -6.66777 -1.62942 -1.23916 0.0 0.0 0.0 0.000
Cl -8.39998 -1.62147 -1.16312 0.0 0.0 0.0 0.000
C -5.98476 -2.80812 -1.53434 0.0 0.1 0.0 0.000
Cl -6.88429 -4.26763 -1.81994 0.0 0.0 0.0 0.000